1.
{"formula": "C18H48O22P4", "method": "wB97M-V/def2-TZVPD", "gap_ev": 10.868, "charge": 0, "smiles": "COP(=O)(OC)OC.COP(=O)(OC)OC.COP(=O)(OC)OC.COP(=O)(OC)OC.COC(=O)OC.COC(=O)OC", "symbols": ["C", "O", "P", "O", "O", "C", "O", "C", "H", "H", "H", "H", "H", "H", "H", "H", "H", "C", "O", "P", "O", "O", "C", "O", "C", "H", "H", "H", "H", "H", "H", "H", "H", "H", "C", "O", "P", "O", "O", "C", "O", "C", "H", "H", "H", "H", "H", "H", "H", "H", "H", "C", "O", "P", "O", "O", "C", "O", "C", "H", "H", "H", "H", "H", "H", "H", "H", "H", "C", "O", "C", "O", "O", "C", "H", "H", "H", "H", "H", "H", "C", "O", "C", "O", "O", "C", "H", "H", "H", "H", "H", "H"], "xyz": [[-24.827, 14.655, -1.461], [-23.465, 14.872, -1.114], [-22.485, 15.455, -2.230], [-23.163, 16.304, -3.212], [-21.289, 16.165, -1.399], [-20.315, 16.686, -2.330], [-21.818, 14.221, -3.014], [-21.003, 13.292, -2.353], [-25.307, 15.632, -1.407], [-25.311, 14.085, -0.661], [-25.023, 14.016, -2.320], [-19.882, 15.831, -2.849], [-19.608, 17.234, -1.709], [-20.590, 17.411, -3.098], [-21.499, 12.349, -2.121], [-20.589, 13.611, -1.386], [-20.068, 13.165, -2.905], [-15.796, 14.850, -4.743], [-17.152, 15.300, -4.526], [-17.773, 16.416, -5.554], [-17.514, 17.823, -5.225], [-19.295, 15.947, -5.470], [-19.674, 14.725, -6.073], [-17.232, 15.891, -6.947], [-17.057, 16.799, -8.045], [-15.925, 13.774, -4.617], [-15.107, 15.230, -3.992], [-15.438, 15.019, -5.755], [-19.958, 14.805, -7.121], [-20.587, 14.425, -5.551], [-18.960, 13.930, -5.853], [-17.502, 17.772, -7.809], [-17.543, 16.441, -8.945], [-16.014, 17.107, -8.101], [-27.472, 14.921, -3.566], [-28.311, 16.078, -3.668], [-29.141, 16.263, -5.042], [-29.770, 17.590, -5.057], [-30.113, 15.006, -5.119], [-31.419, 15.100, -4.567], [-28.116, 15.904, -6.230], [-28.295, 16.326, -7.537], [-27.857, 13.898, -3.545], [-26.882, 15.185, -2.696], [-26.811, 14.929, -4.439], [-31.680, 14.160, -4.084], [-32.069, 15.267, -5.432], [-31.746, 15.908, -3.910], [-29.206, 16.914, -7.718], [-28.462, 15.508, -8.245], [-27.507, 16.999, -7.878], [-20.991, 17.324, 1.734], [-20.026, 17.866, 2.623], [-19.770, 17.191, 4.056], [-20.826, 16.253, 4.528], [-18.312, 16.598, 3.831], [-18.104, 15.157, 3.879], [-19.647, 18.405, 5.093], [-18.466, 19.210, 5.086], [-20.481, 16.593, 1.104], [-21.383, 18.067, 1.037], [-21.889, 16.873, 2.155], [-17.396, 14.998, 4.690], [-17.639, 14.975, 2.912], [-18.957, 14.506, 4.043], [-17.594, 18.611, 5.348], [-18.676, 19.998, 5.806], [-18.269, 19.669, 4.115], [-22.597, 11.860, -5.306], [-22.689, 11.339, -6.665], [-21.585, 11.553, -7.411], [-20.647, 12.241, -7.112], [-21.818, 10.930, -8.548], [-20.784, 10.815, -9.502], [-23.544, 11.675, -4.810], [-22.416, 12.931, -5.368], [-21.751, 11.276, -4.944], [-20.359, 11.776, -9.816], [-21.162, 10.337, -10.398], [-19.833, 10.376, -9.187], [-24.370, 19.234, -1.218], [-25.313, 19.109, -0.143], [-26.395, 18.414, -0.402], [-26.674, 17.978, -1.499], [-27.110, 18.284, 0.712], [-28.387, 17.705, 0.536], [-23.442, 19.685, -0.875], [-24.749, 19.961, -1.938], [-24.184, 18.310, -1.758], [-28.984, 17.890, 1.431], [-28.320, 16.625, 0.416], [-28.985, 18.172, -0.247]]}


2.
{"formula": "C32H95N3O14", "method": "wB97M-V/def2-TZVPD", "gap_ev": 9.369, "charge": 0, "symbols": ["O", "H", "H", "C", "C", "C", "O", "C", "N", "H", "H", "H", "H", "H", "H", "H", "H", "H", "H", "H", "C", "C", "C", "O", "C", "N", "H", "H", "H", "H", "H", "H", "H", "H", "H", "H", "H", "C", "C", "C", "O", "C", "N", "H", "H", "H", "H", "H", "H", "H", "H", "H", "H", "H", "C", "C", "O", "H", "H", "H", "H", "H", "H", "C", "C", "O", "H", "H", "H", "H", "H", "H", "C", "C", "O", "H", "H", "H", "H", "H", "H", "C", "C", "O", "H", "H", "H", "H", "H", "H", "C", "C", "O", "H", "H", "H", "H", "H", "H", "C", "C", "O", "H", "H", "H", "H", "H", "H", "C", "C", "O", "H", "H", "H", "H", "H", "H", "C", "C", "O", "H", "H", "H", "H", "H", "H", "C", "C", "O", "H", "H", "H", "H", "H", "H", "C", "C", "O", "H", "H", "H", "H", "H", "H"], "xyz": [[-0.939, -0.900, -3.974], [-0.555, -1.594, -4.516], [-0.229, -0.262, -3.848], [2.585, 3.046, 1.009], [3.243, 3.728, -0.168], [3.031, 5.234, -0.124], [1.745, 5.541, -0.570], [1.463, 6.919, -0.453], [4.719, 3.436, -0.096], [1.551, 3.394, 1.106], [3.046, 3.387, 1.943], [2.608, 1.961, 0.990], [2.973, 3.361, -1.158], [3.776, 5.685, -0.814], [3.301, 5.677, 0.847], [1.472, 7.211, 0.601], [0.533, 7.112, -0.977], [2.239, 7.520, -0.953], [5.199, 4.186, -0.585], [5.074, 3.432, 0.854], [-1.753, 0.798, 0.679], [-1.581, -0.264, -0.407], [-0.141, -0.652, -0.618], [0.591, 0.467, -1.061], [1.975, 0.281, -1.042], [-2.405, -1.452, -0.055], [-1.175, 1.688, 0.450], [-1.453, 0.410, 1.659], [-2.795, 1.113, 0.808], [-2.028, 0.221, -1.288], [-0.114, -1.523, -1.285], [0.263, -0.966, 0.358], [2.346, -0.173, -0.114], [2.525, 1.206, -1.194], [2.304, -0.403, -1.838], [-3.329, -1.046, 0.080], [-2.563, -1.950, -0.930], [2.885, -7.267, -1.823], [3.179, -6.204, -0.770], [1.883, -5.495, -0.364], [2.126, -4.344, 0.419], [2.428, -3.227, -0.361], [3.836, -6.845, 0.368], [2.222, -8.079, -1.530], [3.815, -7.634, -2.260], [2.396, -6.803, -2.696], [3.880, -5.487, -1.196], [1.276, -6.183, 0.228], [1.323, -5.192, -1.260], [3.347, -3.337, -0.951], [2.647, -2.372, 0.281], [1.617, -2.949, -1.044], [4.109, -6.124, 1.037], [3.150, -7.354, 0.924], [-2.697, -2.261, 4.438], [-2.765, -2.117, 2.944], [-1.566, -2.645, 2.372], [-2.671, -3.298, 4.762], [-3.500, -1.705, 4.922], [-1.775, -1.776, 4.777], [-2.966, -1.070, 2.683], [-3.610, -2.677, 2.521], [-1.608, -2.453, 1.415], [-5.368, 3.683, 2.265], [-6.519, 3.693, 1.284], [-7.355, 4.829, 1.439], [-4.898, 4.669, 2.239], [-4.643, 2.933, 1.935], [-5.605, 3.538, 3.321], [-7.065, 2.745, 1.237], [-6.085, 3.786, 0.285], [-7.957, 4.681, 2.174], [-0.886, 3.426, -1.740], [-1.673, 2.943, -2.955], [-3.044, 3.327, -2.851], [0.066, 2.920, -1.607], [-1.507, 3.333, -0.849], [-0.732, 4.509, -1.816], [-1.590, 1.866, -3.108], [-1.259, 3.373, -3.877], [-3.096, 4.279, -2.976], [5.402, -0.405, 1.580], [6.069, 0.243, 0.368], [5.111, 0.648, -0.589], [4.539, -0.995, 1.271], [5.023, 0.381, 2.238], [6.107, -0.994, 2.168], [6.720, -0.492, -0.114], [6.697, 1.057, 0.743], [4.983, 1.619, -0.541], [2.042, 0.408, 4.124], [1.248, -0.862, 3.954], [0.053, -0.543, 3.197], [2.914, 0.246, 4.758], [1.433, 1.225, 4.510], [2.415, 0.735, 3.150], [0.944, -1.278, 4.918], [1.806, -1.598, 3.368], [-0.476, -1.358, 3.152], [-6.441, -0.146, 0.227], [-6.255, -1.043, -0.965], [-4.915, -0.877, -1.472], [-7.424, -0.334, 0.686], [-6.563, 0.910, -0.040], [-5.717, -0.219, 1.036], [-6.969, -0.859, -1.768], [-6.356, -2.084, -0.659], [-4.879, 0.015, -1.835], [5.451, -1.293, -4.213], [4.763, -1.978, -3.025], [5.629, -2.144, -1.927], [4.773, -1.297, -5.073], [6.351, -1.832, -4.502], [5.668, -0.246, -3.990], [4.508, -2.987, -3.349], [3.889, -1.373, -2.771], [5.802, -1.273, -1.551], [2.768, 1.453, -4.449], [1.416, 2.128, -4.430], [1.192, 2.975, -5.557], [2.924, 0.816, -5.325], [2.830, 0.800, -3.580], [3.578, 2.182, -4.508], [1.244, 2.592, -3.452], [0.597, 1.400, -4.474], [1.369, 3.884, -5.302], [-4.845, -4.721, 0.548], [-4.728, -4.697, -0.949], [-5.949, -5.224, -1.519], [-3.994, -4.203, 1.004], [-4.830, -5.742, 0.928], [-5.715, -4.169, 0.902], [-3.870, -5.252, -1.333], [-4.639, -3.663, -1.309], [-5.740, -5.570, -2.389], [-2.663, 2.925, 5.077], [-2.136, 1.804, 4.219], [-0.792, 2.173, 3.837], [-2.556, 3.904, 4.606], [-2.131, 2.970, 6.028], [-3.725, 2.783, 5.300], [-2.752, 1.633, 3.336], [-1.998, 0.937, 4.873], [-0.448, 1.447, 3.300]]}


3.
{"formula": "C8H24N6O8V", "method": "wB97M-V/def2-TZVPD", "gap_ev": 7.209, "charge": -1, "symbols": ["O", "V", "O", "O", "C", "C", "O", "H", "H", "H", "H", "C", "O", "N", "N", "H", "H", "H", "H", "C", "O", "N", "N", "H", "H", "H", "H", "C", "O", "N", "N", "H", "H", "H", "H", "C", "C", "C", "O", "H", "H", "H", "H", "H", "H", "H", "H"], "xyz": [[0.238, 1.335, -1.587], [0.265, 0.584, -0.184], [-0.709, -0.635, -0.220], [1.625, 0.306, 1.526], [1.237, 1.315, 2.398], [-0.212, 1.748, 2.333], [-0.710, 1.980, 1.054], [1.844, 2.218, 2.198], [1.450, 1.058, 3.453], [-0.374, 2.671, 2.921], [-0.840, 1.015, 2.890], [-0.018, 4.826, -1.999], [-0.436, 4.174, -1.072], [0.256, 4.220, -3.214], [0.180, 6.195, -1.947], [0.520, 4.783, -3.998], [-0.124, 3.287, -3.255], [0.652, 6.666, -2.696], [-0.076, 6.698, -1.122], [-3.147, 1.771, -2.024], [-2.804, 2.608, -1.220], [-3.304, 0.450, -1.679], [-3.466, 2.109, -3.331], [-3.046, 0.211, -0.739], [-3.641, -0.132, -2.419], [-3.555, 1.389, -4.024], [-3.178, 3.032, -3.596], [2.820, -1.495, -0.911], [1.831, -0.894, -1.328], [3.100, -1.579, 0.421], [3.721, -2.102, -1.755], [2.553, -0.941, 1.029], [3.949, -2.014, 0.727], [3.536, -2.074, -2.737], [4.609, -2.361, -1.373], [-1.626, -4.807, 2.519], [-0.190, -4.880, 2.004], [0.340, -3.460, 1.870], [0.577, -5.580, 2.983], [-2.071, -5.779, 2.743], [-2.294, -4.330, 1.796], [-1.627, -4.197, 3.423], [-0.179, -5.337, 1.013], [-0.156, -2.950, 1.039], [1.417, -3.314, 1.790], [0.057, -2.830, 2.723], [1.008, -4.960, 3.574]]}


4.
{"formula": "C13H20BF4N2O11", "method": "wB97M-V/def2-TZVPD", "gap_ev": 10.550, "charge": 1, "symbols": ["O", "C", "F", "N", "C", "O", "N", "C", "O", "C", "F", "F", "F", "C", "B", "O", "O", "H", "H", "H", "H", "H", "H", "H", "H", "C", "C", "C", "O", "C", "O", "O", "H", "H", "H", "H", "H", "H", "C", "C", "C", "O", "C", "O", "O", "H", "H", "H", "H", "H", "H"], "xyz": [[-2.591, -0.820, -3.869], [-1.573, -0.943, -3.309], [-0.963, -2.089, -3.069], [-0.807, 0.162, -2.723], [-0.303, 0.882, -3.773], [0.006, 0.444, -4.838], [-0.077, 2.365, -3.636], [0.355, 2.938, -2.324], [1.738, 3.184, -2.427], [2.114, 4.500, -2.438], [3.370, 4.557, -2.749], [1.389, 5.186, -3.348], [1.903, 5.075, -1.264], [-1.278, 3.085, -4.233], [-2.662, 2.820, -3.470], [-2.734, 2.353, -2.171], [-3.756, 2.981, -4.239], [-1.418, 0.672, -2.075], [0.724, 2.534, -4.256], [-0.194, 3.858, -2.105], [0.200, 2.247, -1.511], [-1.400, 2.698, -5.251], [-1.004, 4.141, -4.326], [-2.296, 2.854, -1.470], [-4.554, 3.168, -3.721], [2.025, -0.666, 2.988], [1.402, -0.551, 1.628], [2.212, 0.185, 0.586], [1.180, 0.715, -0.287], [0.067, 0.858, 0.472], [-0.921, 1.437, 0.096], [0.206, 0.287, 1.656], [1.299, -1.030, 3.710], [2.853, -1.373, 2.950], [2.395, 0.301, 3.335], [1.102, -1.535, 1.263], [2.881, -0.452, 0.015], [2.765, 1.027, 1.005], [-0.473, -3.899, 6.142], [-0.655, -4.128, 4.666], [-0.545, -5.564, 4.194], [-0.079, -5.401, 2.845], [0.590, -4.237, 2.775], [1.240, -3.881, 1.839], [0.419, -3.519, 3.907], [-0.375, -2.835, 6.354], [-1.336, -4.280, 6.686], [0.424, -4.400, 6.505], [-1.590, -3.681, 4.316], [-1.485, -6.109, 4.196], [0.208, -6.121, 4.754]]}


5.
{"formula": "C4H9N4O2", "method": "wB97M-V/def2-TZVPD", "gap_ev": 9.518, "charge": 1, "smiles": "C/C=C\\[NH2+]/N=C\\N=[N+](/[O-])O", "symbols": ["C", "C", "C", "C", "N", "N", "N", "N", "O", "O", "H", "H", "H", "H", "H", "H", "H", "H", "H"], "xyz": [[-0.749, 0.483, -1.535], [0.653, -0.289, 1.024], [1.175, -2.645, 1.275], [1.513, -1.212, 1.310], [-0.802, -0.579, -0.861], [-0.726, 1.731, -1.065], [-0.770, 2.710, -1.879], [-0.703, -0.580, 0.612], [-0.894, 2.720, -3.057], [-0.771, 3.997, -1.342], [-0.946, 0.311, -2.598], [0.664, 0.735, 1.075], [2.045, -3.250, 1.500], [0.776, -3.031, 0.295], [0.473, -2.820, 2.089], [-1.058, 4.018, -0.457], [2.497, -1.016, 1.648], [-1.008, -1.461, 0.914], [-1.369, 0.177, 1.051]]}


no.,LUMO level (eV)
1,0.370
2,0.360
3,2.903
4,-2.641
5,-4.884